Entry from the OMol25 dataset: a 2-piece molecular cluster, C18H42N8O2P overall at a distorted geometry (ωB97M-V/def2-TZVPD).

Results
F_max	0.153	hartree/bohr
orbital gap	0.182	Ha
calculated total energy	-44633.79464	eV
molar mass	433.56	g mol⁻¹

ORCA input file:
```
! wB97M-V def2-TZVPD RIJCOSX def2/J DEFGRID3
* xyz 1 1
C -1.92359 1.41546 -3.39235
C -0.35382 1.66437 -2.94562
N 0.45958 0.55879 -3.58159
C 0.47479 -0.71078 -2.76034
C 1.35626 -0.63955 -1.38053
N 1.76909 -1.99404 -0.82227
C 1.11830 -3.32524 -1.16385
C 2.07229 -4.26000 -2.16987
C 1.79200 -5.87376 -2.43853
N 3.18897 -3.73704 -2.81995
C 2.81409 -2.05820 0.10748
N 4.20749 -2.68948 -0.08646
C 4.96553 -2.48902 1.21100
C 4.13458 -1.30570 2.04611
N 2.71835 -1.53854 1.54617
C 1.84041 1.00847 -4.00411
C 2.53605 0.20096 -5.28071
O 2.54035 2.02073 -3.48158
H -1.88400 1.03895 -4.52343
H -2.42190 0.55214 -2.77387
H -2.58250 2.38290 -3.38136
H -0.19219 1.79448 -1.79382
H -0.02119 2.67398 -3.48262
H 0.82933 -1.61765 -3.43142
H -0.65451 -0.89699 -2.42139
H 0.68460 -0.13720 -0.53096
H 2.32896 0.01095 -1.44232
H 1.04812 -3.92072 -0.13216
H 0.03299 -3.22978 -1.60955
H 0.93796 -6.06266 -3.24480
H 2.75543 -6.41416 -2.88984
H 1.53346 -6.47099 -1.45441
H 3.65172 -4.46723 -3.40729
H 4.14846 -3.74754 -0.18453
H 6.10083 -2.20327 1.00148
H 4.75824 -3.48149 1.81605
H 4.22348 -1.71106 3.14325
H 4.61186 -0.23846 1.83830
H 2.06075 -2.04804 2.17994
H 3.41258 -0.43152 -4.82391
H 2.96277 1.02188 -6.00935
H 1.76246 -0.52636 -5.78261
O -2.74811 0.10302 1.52475
P -2.49466 1.62235 1.68273
N -1.31722 1.39038 2.90185
C -1.62550 0.80892 4.19952
C -0.09657 0.75561 2.38975
N -4.05390 1.94856 2.29273
C -4.39781 2.14132 3.68601
C -5.16107 1.28682 1.60115
N -2.20330 3.36893 1.86434
C -1.34353 4.04842 2.81541
C -3.02362 4.28619 1.08931
H -0.72071 0.66223 4.79880
H -2.14581 -0.14619 4.12253
H -2.22359 1.49899 4.80120
H 0.20504 1.22063 1.44337
H -0.23700 -0.31686 2.21451
H 0.73936 0.89103 3.08462
H -4.37692 1.19903 4.24148
H -5.40854 2.55931 3.78883
H -3.74246 2.87036 4.16704
H -5.30536 0.26022 1.96614
H -4.97603 1.24708 0.52400
H -6.09969 1.83635 1.73462
H -1.70185 3.92722 3.84131
H -1.28889 5.12732 2.62535
H -0.31129 3.69147 2.74759
H -3.79202 4.75136 1.71506
H -3.52855 3.76623 0.26456
H -2.41881 5.07608 0.62912
*
```

=====

Entry from the OMol25 dataset: CH8Na5O7 as an isolated structure at a distorted geometry (ωB97M-V/def2-TZVPD).

Results
F_max	0.121	hartree/bohr
orbital gap	0.248	Ha
calculated total energy	-37560.07666	eV
energy relative to the best compared isomer or geometry (same formula, charge and spin)	31.2	kcal/mol
molar mass	247.02	g mol⁻¹

ORCA input file:
```
! wB97M-V def2-TZVPD RIJCOSX def2/J DEFGRID3
* xyz 3 1
Na 0.92835 -1.42338 2.76204
Na 2.37363 2.41674 -0.66729
Na -0.49017 0.33178 -2.67345
Na 3.68142 -1.08096 0.03128
Na 2.15394 1.73627 2.78720
C 0.52262 0.23599 0.08126
O -0.05319 -0.86269 0.08117
O 1.60848 0.39107 0.70394
O 0.09362 1.23463 -0.53320
O -1.52691 -3.17664 -0.29194
H -2.04950 -2.76049 -0.98165
H -1.02432 -2.45925 0.10756
O -0.87710 3.87014 -0.60613
H -0.58814 2.95322 -0.64350
H -0.42037 4.30885 -1.33054
O 1.77309 -2.81610 0.53617
H 1.32180 -3.59887 0.19328
H 1.25631 -2.07034 0.18662
O -3.06625 0.80075 -0.24330
H -2.13493 0.98954 -0.10449
H -3.48237 0.97972 0.60499
*
```

=====

Entry from the OMol25 dataset: C16H19B2CoF4N4O6 as an isolated structure (ωB97M-V/def2-TZVPD).

Results
F_max	0.016	hartree/bohr
orbital gap (alpha / beta)	0.309 / 0.219	Ha
calculated total energy	-84993.97911	eV
energy relative to the best compared isomer or geometry (same formula, charge and spin)	19.3	kcal/mol
⟨S²⟩	0.79
molar mass	519.90	g mol⁻¹

ORCA input file:
```
! wB97M-V def2-TZVPD RIJCOSX def2/J DEFGRID3
* xyz 1 2
Co -0.11042 -0.07488 0.19234
C 3.05086 -1.30619 2.61545
C 1.83850 -1.18281 1.76444
N 1.14955 -0.10397 1.62750
O 1.69224 0.99321 2.14526
B 0.84506 2.22055 2.43624
F 1.71211 3.24229 2.64321
F 0.00401 1.90651 3.49200
O 0.02973 2.56421 1.21580
N -0.79277 1.53261 0.95561
C -1.95117 1.46822 1.50091
C -2.58258 2.53540 2.31695
C -2.63146 0.17015 1.23451
N -1.84608 -0.70325 0.71945
O -2.38140 -1.81307 0.22443
B -1.52543 -3.07394 0.20789
F -1.18173 -3.37533 1.51674
F -2.23820 -4.01096 -0.45999
O -0.25606 -2.81362 -0.58398
N 0.47160 -1.90449 0.10120
C 1.31160 -2.30705 0.97584
C 1.71087 -3.71420 1.21903
C -4.08003 -0.05673 1.47702
H 3.24590 -0.38218 3.14611
H 3.91564 -1.55627 1.99678
H 2.91450 -2.11684 3.33313
H -1.83940 3.22920 2.68843
H -3.12202 2.09477 3.15426
H -3.30336 3.07730 1.69761
H 1.14689 -4.38775 0.58517
H 1.52910 -3.96701 2.26403
H 2.78046 -3.82750 1.02771
H -4.63398 0.87759 1.41674
H -4.21955 -0.47493 2.47712
H -4.47260 -0.77339 0.76123
C -0.75430 -1.11747 -3.80442
C -0.37412 -0.19135 -2.70158
O -0.90464 -0.31202 -1.60411
C 0.62265 0.89077 -2.93529
C 0.74942 1.51906 -4.13669
C 1.63192 2.61853 -4.27369
C 2.40889 3.07705 -3.19772
C 2.34031 2.44882 -1.98631
C 1.43328 1.33866 -1.81208
O 1.38049 0.75666 -0.70567
H -1.25531 -1.98342 -3.37946
H 0.12751 -1.41436 -4.37170
H -1.44080 -0.61525 -4.49327
H 0.16147 1.20265 -4.98878
H 1.70751 3.11339 -5.23271
H 3.06161 3.92814 -3.33485
H 2.92373 2.75448 -1.12786
*
```

=====

Entry from the OMol25 dataset: C35H36Cl2GeNOsP2Te as an isolated structure at a distorted geometry (ωB97M-V/def2-TZVPD).

Results
F_max	0.062	hartree/bohr
orbital gap	0.211	Ha
calculated total energy	-148257.65215	eV
energy relative to the best compared isomer or geometry (same formula, charge and spin)	19.2	kcal/mol
molar mass	993.97	g mol⁻¹

ORCA input file:
```
! wB97M-V def2-TZVPD RIJCOSX def2/J DEFGRID3
* xyz 1 1
Os 0.56855 0.02075 1.39376
Te -1.94338 0.80046 2.23862
C 1.31988 -1.31636 2.52358
C 2.76150 -0.93272 2.45256
C 3.66787 -2.09952 2.50664
N 3.34832 -3.19808 3.08130
C 2.01999 -3.32697 3.54084
C 0.98541 -2.54551 3.17677
C -1.25616 0.35944 0.32167
P -0.78632 -1.33393 -0.06622
C -1.14824 -1.64606 -1.82760
C -0.18164 -1.37574 -2.79232
C -0.48130 -1.47872 -4.14326
C -1.74655 -1.88369 -4.54037
C -2.69469 -2.22394 -3.58292
C -2.40039 -2.11348 -2.23038
C -1.97996 -2.39413 0.78978
C -3.32532 -2.06212 0.93279
C -4.18273 -2.91686 1.60809
C -3.70704 -4.10669 2.14751
C -2.37327 -4.45408 1.99101
C -1.51588 -3.60071 1.30866
P -0.91309 1.99617 -0.45846
C 0.01114 1.72134 -2.00832
C -0.38832 2.22955 -3.24307
C 0.45270 2.13706 -4.34542
C 1.71067 1.56320 -4.22365
C 2.13702 1.09435 -2.98677
C 1.29159 1.18682 -1.89165
C -2.62105 2.33934 -1.00054
C -3.26199 1.51537 -1.92838
C -4.57732 1.76754 -2.28491
C -5.26101 2.83824 -1.71445
C -4.62963 3.65332 -0.78847
C -3.30916 3.40288 -0.42779
H 3.01197 -0.27716 3.30615
H 4.65541 -2.03478 2.04749
H 1.85258 -4.19815 4.16685
H -0.03532 -2.85565 3.35946
H 0.81338 -1.08824 -2.49190
H 0.27790 -1.24810 -4.87991
H -1.98877 -1.95652 -5.59340
H -3.66912 -2.58575 -3.88661
H -3.14796 -2.39927 -1.50622
H -3.71201 -1.15357 0.49113
H -5.22597 -2.64922 1.71776
H -4.38104 -4.76813 2.67774
H -2.00118 -5.38569 2.39752
H -0.47550 -3.87762 1.17716
H -1.35862 2.69542 -3.35215
H 0.12508 2.52380 -5.30198
H 2.36524 1.50056 -5.08407
H 3.12698 0.66678 -2.87654
H 1.64166 0.83605 -0.92305
H -2.73137 0.67963 -2.37199
H -5.07198 1.12750 -3.00495
H -6.28940 3.03172 -1.99279
H -5.16152 4.48546 -0.34479
H -2.81309 4.03501 0.29817
Cl 1.00625 1.76493 2.94668
C 0.56780 0.91771 4.89747
Cl -0.97363 0.46717 5.13951
H 0.85878 1.89235 5.26328
H 1.29096 0.12974 4.72048
C 4.45709 1.97447 2.91062
Ge 3.82323 1.52662 1.12377
C 2.99268 3.06214 0.27344
C 5.40167 1.06326 0.06942
C 2.70435 -0.09917 1.15099
H 5.05754 2.88459 2.83743
H 5.10605 1.18600 3.30255
H 3.64850 2.15798 3.61630
H 3.52002 3.96083 0.60316
H 1.93664 3.17543 0.52789
H 3.08923 2.99138 -0.80976
H 6.16338 1.84052 0.17124
H 5.14736 0.98044 -0.99015
H 5.84026 0.11743 0.39675
H 2.96433 -0.71444 0.29120
*
```

=====

Entry from the OMol25 dataset: one molecule with the formula C5H10O (ωB97M-V/def2-TZVPD).

Results
F_max	0.008	hartree/bohr
orbital gap	0.287	Ha
calculated total energy	-7389.24318	eV
energy relative to the best compared isomer or geometry (same formula, charge and spin)	127.3	kcal/mol
molar mass	86.13	g mol⁻¹

ORCA input file:
```
! wB97M-V def2-TZVPD RIJCOSX def2/J DEFGRID3
* xyz 0 1
C 1.90091 0.03401 -0.70622
C 1.01132 0.18812 0.50852
C -0.31400 0.83719 0.33832
C -1.93282 -0.56660 0.30576
O -2.18163 -0.57734 -1.03855
C -0.11999 -0.82245 0.69260
H 2.41910 0.96965 -0.94973
H 1.30735 -0.25554 -1.58102
H 2.66013 -0.74135 -0.54925
H 1.54563 0.46530 1.41816
H -0.57280 1.16705 -0.66620
H -0.64305 1.49060 1.14211
H -2.38280 0.30783 0.79418
H -2.41650 0.30022 -1.38467
H -0.23106 -1.17195 1.71474
H -0.04979 -1.62476 -0.03875
*
```

=====

Entry from the OMol25 dataset: a 3-piece molecular cluster, C18H41N3O4P overall at a distorted geometry (ωB97M-V/def2-TZVPD).

Results
F_max	0.026	hartree/bohr
orbital gap	0.269	Ha
calculated total energy	-41281.01934	eV
molar mass	394.52	g mol⁻¹

ORCA input file:
```
! wB97M-V def2-TZVPD RIJCOSX def2/J DEFGRID3
* xyz -1 1
C 2.15474 -1.05268 -2.20864
C 1.68423 -2.49200 -1.95212
P 0.78200 -3.18951 -3.40570
C 0.09778 -4.79315 -2.71876
C -0.68830 -2.05983 -3.62240
O -0.73899 -1.03822 -2.57565
C -1.83748 -1.17980 -1.82556
N -1.75333 -2.21079 -0.84573
O -2.81029 -0.47618 -1.92418
C -0.54100 -1.43574 -5.03656
O -0.00500 -0.31511 -5.08534
O -0.94302 -2.19047 -5.91602
H 3.21678 -0.99771 -2.04185
H 1.89989 -0.72080 -3.20504
H 1.62717 -0.39874 -1.53141
H 2.50693 -3.16355 -1.75804
H 1.04930 -2.53907 -1.06818
H 0.67904 -5.09800 -1.86053
H -0.94433 -4.65462 -2.46192
H 0.21936 -5.53241 -3.49059
H -1.60349 -2.63864 -3.58030
H -0.78147 -2.50355 -0.85348
H -2.29635 -3.00661 -1.15344
C -1.88057 0.02743 2.34327
C -1.81705 -1.33499 3.01385
N -0.49315 -1.67922 3.49849
C -0.35449 -3.07692 3.85898
C -1.18875 -3.61010 5.03138
C 0.11195 -0.72398 4.40597
C -0.64307 -0.37461 5.69621
H -1.14013 0.10397 1.54663
H -2.86509 0.17202 1.89862
H -1.71870 0.84487 3.04928
H -2.11007 -2.07858 2.26894
H -2.57775 -1.37442 3.81136
H 0.70230 -3.28020 4.05510
H -0.60104 -3.66710 2.97082
H -0.80695 -3.26904 5.99313
H -1.15019 -4.70189 5.04101
H -2.23722 -3.32214 4.95242
H 0.28090 0.20358 3.85276
H 1.11335 -1.08004 4.66150
H -1.70109 -0.18315 5.51365
H -0.21928 0.53192 6.13452
H -0.56144 -1.16012 6.44643
C -0.67271 2.13871 -1.89331
C 0.25224 2.84958 -0.91530
N 1.46276 3.35678 -1.53483
C 2.47203 3.77220 -0.58286
C 2.15870 4.96069 0.33736
C 1.26467 4.22543 -2.67846
C 0.42452 5.49564 -2.48233
H -0.15153 1.35072 -2.43487
H -1.50065 1.68200 -1.35166
H -1.10397 2.82960 -2.61937
H 0.54937 2.13090 -0.14496
H -0.31580 3.64131 -0.39671
H 3.39700 3.98224 -1.12854
H 2.70014 2.90648 0.04808
H 2.19402 5.91005 -0.19604
H 2.90423 5.01370 1.13526
H 1.18113 4.86479 0.81036
H 0.80288 3.63294 -3.47127
H 2.24574 4.50120 -3.07455
H -0.49328 5.29826 -1.92721
H 0.13539 5.89609 -3.45663
H 0.97650 6.28058 -1.96509
*
```